A cluster of 2 separate species, C4H14N2O in total at a distorted geometry, computed with ωB97M-V with the def2-TZVPD basis set.

Bonds (Å) are listed after each position.
Atoms and positions in Å:
1 C 0.047 -1.874 1.263  C2 1.520, H5 1.092, H6 1.092, H7 1.087
2 C -0.008 -0.463 1.824  C1 1.520, N3 1.461, H8 1.092, H9 1.097
3 N 0.039 0.526 0.749  C2 1.461, C4 1.458, H10 1.021
4 C -0.293 1.889 1.147  N3 1.458, H11 1.089, H12 1.089, H13 1.096
5 H 0.965 -2.012 0.687  C1 1.092
6 H 0.055 -2.586 2.092  C1 1.092
7 H -0.795 -2.107 0.616  C1 1.087
8 H -0.927 -0.336 2.399  C2 1.092
9 H 0.827 -0.304 2.517  C2 1.097
10 H 0.884 0.528 0.176  N3 1.021
11 H -1.305 1.946 1.545  C4 1.089
12 H -0.208 2.553 0.287  C4 1.089
13 H 0.409 2.241 1.912  C4 1.096
14 N 1.041 0.092 -2.101  C15 1.501, H17 1.010, H18 1.018
15 C -0.427 0.062 -2.415  N14 1.501, O16 1.379, H19 1.100, H20 1.099
16 O -1.225 -0.224 -1.328  C15 1.379, H21 1.121
17 H 1.539 0.483 -2.888  N14 1.010
18 H 1.339 -0.881 -2.059  N14 1.018
19 H -0.686 1.048 -2.828  C15 1.100
20 H -0.544 -0.679 -3.218  C15 1.099
21 H -0.728 0.099 -0.376  O16 1.121

Summary:
- Spin multiplicity: 1
- Calculated total energy: -9402.110 eV
- HOMO-LUMO gap: 9.73 eV
- ΔE to the lowest compared entry with this formula, charge and spin: 144.46 kJ/mol
- LUMO energy: 1.01 eV

Mulliken population analysis, charges in e, atoms 1 to 2: number 1, C, carries -1.144; number 2, C, carries -0.435